ORCA calculation (ωB97M-V with the def2-TZVPD basis set) on C62H70FIrN10O5S2 as an isolated structure.

XYZ file:
```
151
Properties=species:S:1:pos:R:3:forces:R:3
Ir 0.013432 0.042401 0.005583 -1.5 -1.7 1.4
S 2.129573 -2.663102 3.794199 -0.5 0.6 -0.7
S 3.620596 -3.729955 1.316570 -1.1 1.1 0.1
F 5.906736 -2.372662 -2.789882 0.0 0.0 0.1
O 4.407966 -3.694222 0.113429 0.0 -0.2 -0.4
O 2.021860 3.752704 1.414361 -0.2 0.8 0.3
O 1.238504 1.674144 1.516183 -0.6 -0.6 0.3
O 4.293479 -3.420416 2.556428 0.3 -0.6 -0.2
O 2.476887 -0.154033 -0.015164 1.5 0.7 -0.2
N 0.866540 -1.204662 2.038979 -0.1 0.9 -2.6
N -1.280839 -1.540204 0.587919 0.3 1.3 -1.1
N 9.084765 0.077782 -5.665205 0.0 0.3 -0.5
N 0.416845 1.635068 -1.287490 -0.7 -1.6 1.0
N 7.714582 -0.326577 -3.672525 0.0 -0.1 0.0
N 2.351011 -2.711128 1.074880 1.7 -1.5 -1.9
N 0.634712 -1.253063 -1.533929 0.5 0.2 0.7
N -1.368559 1.298382 0.925578 0.7 0.3 0.2
N 5.222679 2.746382 -0.892029 -0.1 0.4 0.0
N 1.153365 -9.092440 1.268548 -0.2 -0.5 0.0
C -0.959726 -5.569040 2.526857 -0.1 0.0 -0.1
C -2.587200 2.144827 2.688358 0.0 0.2 -0.2
C -2.558396 -2.804494 1.998832 0.4 -0.7 -0.4
C 1.217613 1.574410 -2.391913 0.5 -0.9 -0.8
C -1.954774 4.630703 2.488828 0.0 0.0 0.1
C 6.640935 -0.108796 -2.768707 -0.4 0.4 0.3
C 5.739684 -1.098537 -2.363967 -0.1 0.0 0.1
C 4.679327 -0.826376 -1.535056 0.2 0.3 -0.1
C 2.043707 2.551124 1.146707 1.3 0.1 -0.7
C 3.210913 2.099292 0.245658 -0.7 0.1 0.4
C 7.738673 -1.549479 -4.458387 -0.2 -0.2 0.0
C 1.986736 -2.084028 -3.200633 -0.1 0.0 0.3
C 8.795199 -1.371968 -5.567242 -0.2 -0.7 0.1
C 0.734031 3.754267 -2.079708 0.3 -0.4 -0.6
C 0.527533 -2.612327 -1.562703 0.2 0.3 -0.6
C 1.461407 -4.591343 -3.006489 0.1 0.0 0.0
C 9.054192 0.013441 -3.230192 0.1 -0.1 0.1
C 1.487980 -0.894645 -2.536441 0.0 -0.6 -0.2
C 0.426137 -0.842695 3.245005 -0.5 0.0 2.6
C 2.883610 -5.151586 -2.892294 -0.1 0.0 0.0
C 1.781736 -2.153611 2.074844 0.4 -0.6 1.9
C -4.984267 -2.903528 2.616209 0.1 -0.1 0.1
C -2.182872 -1.487232 1.606243 -0.2 0.8 0.4
C 1.927888 5.888293 -1.591258 -0.2 0.0 0.0
C -3.541698 -3.148748 3.067579 -0.1 0.1 -0.1
C -2.618720 -0.320061 2.247430 0.5 -0.5 -0.6
C 1.340978 -6.868826 0.401829 0.1 0.0 0.0
C 1.750273 0.396864 -2.941048 -0.5 0.8 0.5
C 2.588081 -7.504343 2.367884 -0.1 0.0 -0.1
C 0.678435 5.243001 -2.196591 0.2 0.0 0.1
C 1.928883 -5.625313 0.444378 0.0 -0.3 0.1
C -0.642232 3.441203 -0.007728 0.6 -0.6 -0.6
C -3.395045 2.140393 3.942860 0.1 -0.1 0.0
C 2.850507 -5.330606 1.429203 0.4 0.7 0.0
C 2.252826 -2.446903 -5.661116 0.2 0.1 0.0
C 2.206384 3.252115 -4.129186 -0.1 0.0 0.0
C -0.281154 -3.353360 -0.730903 -0.6 0.4 0.8
C -1.854062 -3.670998 1.189114 -0.6 0.3 0.6
C -2.199390 0.957795 1.951753 0.0 0.5 0.0
C 1.295755 3.431863 -5.347407 0.2 0.0 0.1
C -1.989235 3.201237 2.072162 -0.3 -0.2 0.0
C -2.553798 1.639073 5.117965 -0.2 0.1 0.0
C 6.330839 4.445811 -2.422551 0.1 0.0 -0.1
C 1.430881 2.888490 -2.902355 -0.2 0.6 0.4
C 5.859097 5.188476 -1.209074 0.0 0.0 0.0
C 4.469760 0.472222 -1.064188 0.5 -0.3 -0.4
C -1.813082 -5.157701 1.320479 0.1 0.0 0.1
C 5.387366 1.481333 -1.410164 0.0 -0.6 -0.1
C 3.291572 0.745684 -0.234238 -0.1 -0.3 0.2
C 1.673065 -7.834151 1.360201 0.3 0.4 0.0
C -1.082019 -2.861432 0.303318 0.7 -0.3 -0.8
C 9.823433 0.536877 -4.463260 0.3 0.3 0.7
C 4.167764 3.002102 -0.073926 -0.3 -0.3 0.2
C 2.952084 -2.107838 -4.342984 -0.3 0.0 -0.2
C -1.264984 2.666708 0.939394 -0.3 -0.4 0.5
C 0.951058 -1.535269 4.307137 -1.0 0.9 -0.8
C 6.446854 1.179632 -2.272241 0.0 -0.3 0.0
C 1.358267 -3.148846 -2.623994 -0.1 0.3 0.0
C 3.179939 -6.257464 2.398937 0.0 0.1 -0.1
C 0.117637 2.951726 -1.078442 -0.6 0.5 0.6
C -0.640119 4.954087 3.206852 -0.1 0.1 -0.1
C 6.230679 3.743562 -1.095936 0.3 0.2 0.0
H 9.008070 0.775352 -2.454512 0.1 -0.1 -0.1
H 5.592310 4.200377 -3.171415 -0.1 -0.1 0.0
H 2.810624 5.602112 -2.159614 0.1 0.0 0.0
H 0.213672 4.649513 2.606438 0.1 -0.1 0.0
H 4.816327 5.460265 -1.166197 -0.1 0.0 0.0
H 10.839082 0.144388 -4.494849 -0.1 0.0 -0.2
H -5.671238 -3.110861 3.434730 -0.1 0.0 0.0
H 2.745847 4.186260 -3.955067 0.1 -0.1 0.0
H -0.945070 -6.652337 2.627729 0.0 -0.1 0.1
H -1.361797 -5.137658 3.439825 0.0 0.0 0.1
H 6.523655 5.913695 -0.763490 0.0 -0.1 0.1
H -3.438124 -4.202603 3.327189 0.1 0.1 0.1
H 8.166960 0.547688 -5.631346 0.2 0.0 -0.1
H 3.898412 -5.990422 3.156842 0.1 0.0 0.2
H -2.213744 0.622260 4.943162 0.1 -0.2 0.0
H 1.268463 -9.725192 2.040918 -0.1 0.0 0.0
H -3.333662 -2.560285 3.965279 0.0 -0.1 0.0
H -0.591018 4.432969 4.159267 0.0 -0.1 0.1
H -0.566777 6.021178 3.399408 0.0 0.1 0.1
H 2.846878 -6.230017 -2.763088 0.1 -0.1 0.0
H 0.711850 -1.407051 5.343865 0.0 0.2 0.2
H 0.630715 -7.115557 -0.373016 -0.1 -0.1 -0.2
H -1.681257 2.274060 5.232741 0.2 0.0 0.1
H 2.840331 -8.237299 3.118553 0.0 -0.1 0.1
H 9.565290 -0.862321 -2.807476 0.0 0.0 0.0
H -2.052951 5.268787 1.609269 -0.1 0.1 0.0
H 9.867200 1.626145 -4.476726 -0.1 -0.1 -0.1
H 6.751380 -1.694078 -4.899369 0.1 0.0 0.0
H 4.114090 3.991951 0.354609 -0.1 0.1 0.0
H 1.693946 -4.845270 -0.255030 -0.1 0.0 -0.3
H 1.890451 3.623856 -6.238404 0.0 0.0 -0.1
H -2.829997 -5.539738 1.445224 0.0 0.0 -0.1
H 7.983218 -2.441667 -3.866862 0.0 0.1 -0.1
H 0.066555 -5.224940 2.412624 0.1 0.1 0.0
H -0.707069 4.511919 0.101820 0.0 0.1 0.0
H 7.313076 4.666795 -2.815013 0.1 0.0 0.0
H 0.694834 2.541139 -5.508640 -0.1 -0.1 -0.1
H 9.718695 -1.900511 -5.327518 0.0 0.2 -0.1
H 2.932117 -2.325141 -6.500769 0.1 -0.1 -0.2
H -3.739197 3.153539 4.160437 -0.1 -0.1 -0.1
H 9.582510 0.314482 -6.527089 -0.2 0.0 0.2
H 7.159758 3.511062 -0.582440 0.0 0.1 -0.1
H 3.406152 -4.721827 -2.040461 0.1 0.0 0.1
H 3.438103 -1.133675 -4.430919 0.1 0.0 0.0
H 4.031056 -1.625642 -1.209793 -0.2 -0.1 0.1
H -0.332998 -4.418508 -0.889326 0.1 -0.1 0.0
H 2.949840 2.481499 -4.347057 0.1 0.1 0.1
H -0.204295 5.636155 -1.692118 -0.1 0.0 -0.1
H -4.272891 1.503206 3.817557 -0.1 0.1 0.0
H 0.355900 -9.240335 0.676875 0.0 -0.1 0.1
H 0.603636 5.518362 -3.251249 -0.1 0.0 0.0
H 2.050580 5.562726 -0.561089 0.1 0.0 0.2
H -3.315710 -0.446652 3.059696 -0.1 0.0 0.1
H 1.401021 -1.792778 -5.821086 -0.1 0.1 0.0
H -1.398394 -5.615619 0.422640 -0.1 0.0 -0.1
H 1.894480 -3.471230 -5.659278 -0.1 -0.1 0.0
H 1.101429 -4.708124 -4.033341 -0.1 -0.1 0.1
H 8.418084 -1.741609 -6.520698 0.1 0.1 0.0
H 0.623509 4.270782 -5.192899 -0.1 0.1 0.0
H -5.230210 -3.555655 1.780559 -0.1 0.0 -0.1
H 2.398001 0.524026 -3.795933 0.0 0.0 0.0
H 3.730620 -2.847819 -4.148010 0.0 0.1 0.1
H -2.794806 4.847097 3.152030 -0.1 0.0 -0.1
H -5.120710 -1.873522 2.295601 -0.1 0.1 0.0
H 7.127687 1.964528 -2.561703 0.0 0.1 -0.1
H 0.795572 -5.183456 -2.380936 -0.1 0.0 0.0
H 3.459689 -4.939730 -3.789006 0.1 0.0 -0.1
H -0.289161 -0.042401 3.313839 0.1 0.1 0.1
H 1.848034 6.972439 -1.614017 0.0 0.1 0.0
H -3.124146 1.658563 6.042154 0.0 0.0 0.1
```
Forces are in eV/Å.

The HOMO-LUMO gap (alpha / beta) comes out at 4.8 / 4.2 eV. As for the expectation value of S²: 0.87. The energy above the lowest of the compared OMol25 structures with the same formula, charge and spin is 35.9 kcal per mole. The charge is +1. For the HOMO energy (alpha / beta), the calculation gives -8.13 / -8.11 eV. The lowest unoccupied orbital energy (alpha / beta) is -3.373 / -3.865 eV. The multiplicity is 2.

Mulliken atomic charge list, values in e, 5 entries: number 1, Ir, carries 1.9335; number 2, S, carries -0.1622; number 3, S, carries 1.2512; number 4, F, carries -0.5612; number 5, O, carries -0.6679